Entry 1
C3H4ClNS2 in the gas phase, computed with wB97M-V/def2-TZVPD.

Results
**SMILES string**: S=CN(S)/C=C\Cl
**Total charge**: 0

Last column: Mulliken charge in e.
Geometry (Å):
C 0.512 -1.849 0.301  -0.03
C -0.633 0.312 0.458  -0.35
C -1.075 1.412 -0.086  -0.27
H 1.835 0.973 -1.353  0.15
H 1.346 -2.454 0.190  0.38
H -1.175 -0.001 1.286  0.41
H -1.897 1.922 0.230  0.39
N 0.642 -0.554 0.221  -0.04
S 2.022 0.431 -0.070  -0.11
S -1.132 -2.412 0.402  -0.33
Cl -0.446 2.220 -1.579  -0.21

---

Entry 2
A molecular structure, C3H4ClNS2, computed with wB97M-V/def2-TZVPD.

Results
**Total charge**: 0

Last column: Mulliken charge in e.
Geometry (Å):
C 0.654 0.993 0.411  -0.40
C 1.145 1.186 -0.777  0.33
C 0.170 -0.389 0.835  -0.38
N -0.522 -0.872 -0.361  -0.16
S 0.530 -0.895 -1.620  -0.11
S -2.235 -0.505 -0.740  -0.13
Cl 1.941 2.222 -1.709  -0.15
H 0.561 1.511 1.360  0.30
H 0.961 -1.184 1.008  0.21
H -0.444 -0.326 1.737  0.33
H -2.762 -1.742 -0.145  0.16

---

Which is the most stable structure? entry 1 is the most stable.

---

Entry 1
Cl2H4Si3 in the gas phase, computed with wB97M-V/def2-TZVPD.

Results
**SMILES string**: [SiH2]=[Si](Cl)[SiH2]Cl
**Total charge**: 0

Last column: Mulliken charge in e.
Geometry (Å):
Si 1.567 -0.439 1.173  0.29
Si -2.060 -0.114 -0.757  0.46
Si -0.828 -0.533 1.194  0.10
Cl -1.038 1.066 2.544  -0.27
Cl -0.851 -1.272 -1.862  -0.22
H 2.360 -1.649 1.217  -0.07
H 2.493 0.453 1.800  -0.08
H -2.278 1.264 -1.117  -0.11
H -3.460 -0.592 -1.079  -0.10

---

Entry 2
A molecular structure, Cl2H4Si3, computed with wB97M-V/def2-TZVPD.

Results
**Total charge**: 0

Last column: Mulliken charge in e.
Geometry (Å):
Si -0.278 0.711 0.571  0.13
Si 0.821 -1.341 -1.312  0.39
Si -1.350 2.606 1.588  0.17
Cl 2.226 -1.967 0.144  -0.23
Cl -3.239 2.754 0.827  -0.17
H 1.122 1.100 0.790  -0.07
H -0.535 -0.581 1.356  -0.06
H 1.267 -0.732 -2.503  -0.09
H -0.036 -2.550 -1.462  -0.07

---

Which is the most stable structure? entry 1 is the most stable.